[1]
C4H4CdO2 | ωB97M-V/def2-TZVPD

Geometry as ORCA input:
```
! RIJCOSX wB97M-V def2-TZVPD def2/J DEFGRID3
* xyz 0 1
O -0.43983 0.80346 1.44414
C -0.69698 0.87898 0.09647
H -0.94255 1.89862 -0.25432
C -1.29937 -0.31441 -0.59605
C -0.64271 -0.23375 -1.95531
C 0.21884 -0.02280 -0.76966
O 1.28084 -0.71584 -0.31635
Cd 1.13340 -0.25610 1.53189
H -1.71903 -1.20117 -0.12093
H -0.88235 0.59639 -2.63774
H -0.50280 -1.19580 -2.46159
*
```

Summary:
HOMO level (eV): -7.42
DFT total energy (a.u.): -472.83742
ΔE to the lowest compared entry with this formula, charge and spin (kcal/mol): 0.0
Largest force on an atom (eV/A): 4.3
LUMO energy (eV): -1.87

These are the Mulliken partial charges, in e, on atoms 1 to 6: O -0.885; C 0.423; H 0.337; C -0.370; C -0.458; C 0.325

***

[2]
C27H29F2N3PSbSe6Ti | ωB97M-V/def2-TZVPD

Geometry as ORCA input:
```
! RIJCOSX wB97M-V def2-TZVPD def2/J DEFGRID3
* xyz -2 1
Ti 0.13064 0.65057 0.49882
Se 1.66178 -0.89045 2.13699
Se 1.74844 2.83419 0.94666
C 0.71564 2.68104 2.51230
C 0.73821 3.52326 3.62170
C -0.05726 3.21230 4.70853
C -0.85000 2.07066 4.68328
C -0.83703 1.29029 3.54654
N -0.08762 1.60753 2.48419
C 2.93162 -0.59980 0.82693
C 4.29616 -0.92359 0.91203
C 5.13640 -0.54478 -0.10706
C 4.61704 0.15717 -1.19567
C 3.26297 0.41612 -1.21235
N 2.43334 0.02213 -0.24260
H 1.37391 4.39807 3.61023
H -0.06334 3.85928 5.57840
H -1.49970 1.79664 5.50122
H -1.43734 0.39179 3.46873
H 4.65769 -1.44345 1.78878
H 6.19442 -0.77637 -0.05655
H 5.24454 0.49809 -2.00752
H 2.81003 0.96248 -2.02981
F 1.20619 -0.45929 -4.83868
C 0.68006 0.43717 -3.95968
C 0.63782 0.12338 -2.62356
C 0.09307 1.00475 -1.68721
C -0.42199 2.23442 -2.17539
C -0.30289 2.51960 -3.53480
F -0.72226 3.70853 -4.05012
C 0.23211 1.64321 -4.45714
C -1.16011 3.06804 -1.21789
C -1.84395 4.24172 -1.52157
C -2.63546 4.84590 -0.55760
C -2.75803 4.25534 0.68140
C -2.02862 3.10290 0.92607
N -1.22552 2.54385 0.02803
H 1.06242 -0.81942 -2.30558
H 0.28634 1.89863 -5.50495
H -1.77830 4.66425 -2.50829
H -3.17902 5.75220 -0.79745
H -3.42172 4.62415 1.44992
H -2.14028 2.60331 1.87482
Se -5.76658 -1.13181 0.69480
Sb -4.22076 -0.28903 2.35672
Se -1.96354 -0.44601 0.78959
Se -3.40226 -1.74261 4.11851
Se -4.59862 1.98189 3.14466
C -2.23965 -2.05055 -2.36662
C -0.96372 -2.88774 -2.30737
P 0.03115 -2.68555 -0.75420
C -0.95857 -3.82161 0.32329
C -0.65172 -3.77924 1.81845
C 1.41994 -3.80247 -1.28256
C 2.43046 -4.13659 -0.18745
H -2.74764 -2.18709 -3.32523
H -2.00662 -0.99227 -2.25385
H -2.94635 -2.30376 -1.57545
H -0.30879 -2.61414 -3.14256
H -1.18979 -3.95446 -2.42714
H -0.84879 -4.83705 -0.07832
H -1.99841 -3.52349 0.16790
H 0.39101 -4.01021 2.03470
H -1.28579 -4.49145 2.35135
H -0.87367 -2.79447 2.22641
H 1.92856 -3.28864 -2.10614
H 0.99633 -4.72476 -1.70005
H 2.91745 -3.23619 0.18747
H 3.20548 -4.81211 -0.56107
H 1.95045 -4.62436 0.65999
*
```

Summary:
HOMO level (eV): -1.81
DFT total energy (a.u.): -17250.16102
ΔE to the lowest compared entry with this formula, charge and spin (kcal/mol): 1.3
Largest force on an atom (eV/A): 0.7
LUMO energy (eV): 4.02

These are the Mulliken partial charges, in e, on atoms 1 to 6: Ti -0.987; Se -0.215; Se -0.239; C 0.267; C -0.836; C -0.153

***

[3]
H22O11 | ωB97M-V/def2-TZVPD

Geometry as ORCA input:
```
! RIJCOSX wB97M-V def2-TZVPD def2/J DEFGRID3
* xyz 0 1
O -10.46590 11.00346 11.81747
H -10.76467 10.45739 11.09030
H -10.50347 10.42766 12.58120
O -9.43419 4.17937 11.68040
H -9.17758 5.01759 12.06483
H -9.94285 3.74657 12.36609
O -12.41974 7.55418 12.55490
H -12.68818 6.64140 12.45002
H -12.30057 7.66238 13.49847
O -4.04859 7.24477 12.88046
H -4.04796 7.65666 12.01641
H -4.32838 6.34413 12.71677
O -11.82436 8.28929 16.23736
H -11.86998 7.80672 17.06275
H -11.10888 8.91261 16.36302
O -7.86532 7.41066 13.43881
H -8.40597 7.12897 14.17676
H -7.02301 7.63924 13.83188
O -5.25320 6.39389 9.20313
H -5.11669 6.75934 8.32903
H -6.02257 6.85431 9.53827
O -10.33467 3.40774 15.81478
H -9.94067 2.54358 15.69558
H -11.27376 3.23585 15.88400
O -5.26950 8.76707 16.26750
H -5.96117 8.27809 16.71328
H -4.83708 8.11862 15.71183
O -8.59014 6.62537 16.97398
H -8.24091 6.09604 17.69097
H -9.41491 6.19924 16.74072
O -9.20863 10.67383 16.25069
H -8.26302 10.68014 16.10236
H -9.31408 11.00828 17.14135
*
```

Summary:
HOMO level (eV): -10.90
DFT total energy (a.u.): -840.80315
ΔE to the lowest compared entry with this formula, charge and spin (kcal/mol): 48.3
Largest force on an atom (eV/A): 0.5
SMILES: O.O.O.O.O.O.O.O.O.O.O
LUMO energy (eV): -0.13

These are the Mulliken partial charges, in e, on atoms 1 to 6: O -0.627; H 0.320; H 0.304; O -0.631; H 0.326; H 0.303

***

[4]
C2H4N2S2 | ωB97M-V/def2-TZVPD

Geometry as ORCA input:
```
! RIJCOSX wB97M-V def2-TZVPD def2/J DEFGRID3
* xyz 0 1
N -1.80176 1.21069 0.40564
N -0.99070 0.26913 -0.13926
C 0.20876 0.25684 0.25648
C 1.23388 -0.63441 -0.27564
S 2.75883 -0.52214 0.32399
S 0.65634 -1.71120 -1.46493
H -2.72562 1.19043 0.00923
H -1.64406 1.48748 1.36479
H 0.49609 0.89827 1.08476
H 1.80825 -2.44509 -1.56506
*
```

Summary:
HOMO level (eV): -8.74
DFT total energy (a.u.): -984.43847
ΔE to the lowest compared entry with this formula, charge and spin (kcal/mol): 48.0
Largest force on an atom (eV/A): 1.2
SMILES: N/N=C/C(=S)S
LUMO energy (eV): -0.66

These are the Mulliken partial charges, in e, on atoms 1 to 6: N -0.468; N -0.138; C -0.216; C 0.317; S -0.269; S -0.186

***

[5]
C26H28GaN3O4S | ωB97M-V/def2-TZVPD

Geometry as ORCA input:
```
! RIJCOSX wB97M-V def2-TZVPD def2/J DEFGRID3
* xyz 2 1
Ga -0.35889 -1.00811 0.53589
O -2.50788 -2.64789 -3.53765
C -2.17760 -2.31767 -2.29723
O -2.08231 -1.19399 -1.87686
C -1.91379 -3.51944 -1.43910
C -2.02954 -4.82071 -1.91037
C -1.77115 -5.86216 -1.03499
C -1.43267 -5.56381 0.27816
C -1.35446 -4.23172 0.65790
N -1.57407 -3.22786 -0.18748
C -1.01189 -3.78052 2.04918
O -1.06834 -4.64276 3.03914
O -0.69099 -2.63068 2.28831
H -2.68889 -1.83699 -4.03975
H -2.30660 -5.00438 -2.93777
H -1.82962 -6.88964 -1.36449
H -1.22030 -6.36663 0.97205
H -1.38160 -5.51434 2.76260
S -2.03594 1.09984 4.07486
C -1.80029 0.06020 2.76888
N -0.67189 0.18561 2.11196
C 0.13768 1.17629 2.69878
C 1.42486 1.56316 2.31582
C 2.04651 2.56066 3.03140
C 1.41695 3.18021 4.12116
C 0.15753 2.79775 4.51957
C -0.47300 1.78425 3.79570
H -2.56488 -0.65444 2.49608
H 1.93368 1.08176 1.49691
H 3.04543 2.86820 2.75394
H 1.93531 3.95772 4.66373
H -0.32182 3.25768 5.37202
C 1.77121 4.81546 -2.00023
C 0.83560 3.76038 -1.48327
C -0.45252 4.10410 -1.04989
C -1.35968 3.14764 -0.57952
C -2.74129 3.54172 -0.14231
C -0.95080 1.83815 -0.53177
C 0.36106 1.42462 -0.93227
C 1.23525 2.44560 -1.42058
N 0.65038 0.11250 -0.82616
C 1.83269 -0.67194 -1.32240
C 3.00979 0.10060 -1.90713
C 1.24437 -1.58391 -2.41097
C 2.36127 -1.53631 -0.16811
H 1.32261 5.80552 -1.95791
H 2.04012 4.61449 -3.03764
H 2.69238 4.83772 -1.41714
H -0.75672 5.14299 -1.08490
H -2.92171 4.60198 -0.30296
H -2.88315 3.33630 0.92018
H -3.50021 2.98658 -0.69333
H -1.66778 1.09407 -0.21773
H 2.23393 2.20366 -1.72902
H 2.73712 0.66216 -2.79760
H 3.75544 -0.63437 -2.20698
H 3.48316 0.76614 -1.18532
H 0.68896 -0.99906 -3.14330
H 0.56882 -2.32807 -1.97980
H 2.04208 -2.11642 -2.92865
H 2.59161 -0.95519 0.73078
H 3.28504 -2.03474 -0.46506
H 1.66144 -2.34191 0.09262
*
```

Summary:
HOMO level (spin up / spin down) (eV): -12.38 / -12.38
DFT total energy (a.u.): -3795.26409
ΔE to the lowest compared entry with this formula, charge and spin (kcal/mol): 57.0
Largest force on an atom (eV/A): 4.1
LUMO energy (spin up / spin down) (eV): -7.79 / -7.79

These are the Mulliken partial charges, in e, on atoms 1 to 6: Ga -0.527; O -0.448; C 0.142; O -0.380; C 0.442; C -0.564